Molecular formula: C6H12NO
Method: DFT, wB97M-V/def2-TZVPD

Geometry as ORCA input:
```
! RIJCOSX wB97M-V def2-TZVPD def2/J DEFGRID3
* xyz -1 1
C 1.4057 -0.1381 -2.1305
O 2.4233 0.7615 -2.2622
C 0.2808 0.3293 -1.2013
C 0.9715 0.5174 0.2700
C 0.2684 0.1921 1.4764
C -0.6473 -0.9773 1.7021
N -2.0288 -1.0240 1.0729
C -2.6115 0.2904 1.1937
H 1.8509 -1.0907 -1.6323
H 0.9616 -0.6400 -3.0951
H -0.5860 -0.3699 -1.1781
H -0.1309 1.2998 -1.5255
H 1.7467 1.3040 0.1640
H 1.3285 -0.4779 0.6267
H 0.2388 1.0318 2.1771
H -0.1115 -1.8608 1.3429
H -0.7505 -1.1398 2.7614
H -1.8588 0.2605 0.3760
H -3.5957 0.4547 0.7862
H -2.2828 1.0219 1.9212
*
```

The LUMO energy comes out at 0.08143 Ha. The value obtained for the energy above the lowest of the compared OMol25 structures with the same formula, charge and spin is 7.783 eV. The value obtained for the total energy is -365.4927 a.u.

Here are the Löwdin charges for atoms 1 to 5, given in e: -0.583 -0.381 -0.174 -0.161 -0.113

Molecular formula: C4H11NOS
Method: DFT, wB97M-V/def2-TZVPD

Geometry as ORCA input:
```
! RIJCOSX wB97M-V def2-TZVPD def2/J DEFGRID3
* xyz 0 1
C -0.5755 -0.2406 1.4758
O -2.1477 -0.9260 1.0402
C -0.3077 0.5456 0.1645
C -0.0361 -0.5413 -0.9910
C 0.8104 -0.1364 -2.1754
S 2.7911 0.1406 0.7071
N -1.5232 1.3256 -0.0860
H -0.9351 0.4506 2.2379
H 0.3057 -0.7301 1.8920
H -1.0231 -1.2960 1.0832
H 0.6612 1.0189 0.1736
H 1.2994 -0.6525 -1.1445
H -0.7088 -1.4522 -0.9905
H 0.7544 0.9734 -2.3264
H 0.5191 -0.7400 -3.0409
H 3.6889 -0.6991 1.2781
H -2.2036 0.6960 0.4794
H -1.3693 2.2633 0.2228
*
```

The LUMO energy comes out at -0.07845 Ha. The value obtained for the energy above the lowest of the compared OMol25 structures with the same formula, charge and spin is 10.286 eV. The value obtained for the total energy is -686.8313 a.u.

Here are the Löwdin charges for atoms 1 to 5, given in e: -0.108 -0.195 -0.435 -0.009 0.033

Molecular formula: C7H11N2O2
Method: DFT, wB97M-V/def2-TZVPD

Geometry as ORCA input:
```
! RIJCOSX wB97M-V def2-TZVPD def2/J DEFGRID3
* xyz -1 1
C 0.2151 2.9953 1.6529
C 0.7825 1.5740 2.1736
O 1.9783 1.3090 2.0231
O -0.1399 0.9371 2.7356
H -0.8155 2.8356 1.3146
H 0.7996 3.3741 0.8150
H 0.0435 3.6617 2.4973
C -0.8752 0.0724 -1.2122
C 0.2997 0.9888 -0.8777
C -0.5186 -1.3651 -1.1378
C 0.6498 -2.0112 -0.8065
C -1.0319 -3.4380 -0.8768
N -1.5746 -2.2784 -1.1415
N 0.3119 -3.3256 -0.6487
H -1.6617 0.2152 -0.4657
H -1.2376 0.3293 -2.2113
H 1.1114 1.0449 -1.6101
H 1.4777 -1.4029 -0.4902
H -1.4603 -4.4254 -0.9703
H 0.9594 -3.8782 -0.1139
H 0.7229 0.7684 0.1066
H -0.0364 2.0191 -0.7562
*
```

The LUMO energy comes out at 0.12082 Ha. The value obtained for the energy above the lowest of the compared OMol25 structures with the same formula, charge and spin is 1.312 eV. The value obtained for the total energy is -533.3668 a.u.

Here are the Löwdin charges for atoms 1 to 5, given in e: -0.071 -0.820 -0.090 -0.113 0.042

Molecular formula: C3H9BNO3
Method: DFT, wB97M-V/def2-TZVPD

Geometry as ORCA input:
```
! RIJCOSX wB97M-V def2-TZVPD def2/J DEFGRID3
* xyz -1 1
N -1.0845 -2.2504 0.6607
C -0.1530 -1.8546 -0.4411
B 0.9018 -0.6264 -0.1127
O 0.5400 0.0054 1.2204
C 0.3108 1.3627 1.0013
C -0.0815 1.4363 -0.4646
O 0.0788 2.7501 -0.9722
O 0.7547 0.5341 -1.0874
H -0.6472 -1.9311 1.5229
H -1.8968 -1.6429 0.6007
H -0.7649 -1.5711 -1.3073
H 0.3854 -2.7547 -0.7588
H 2.0738 -1.0120 -0.1432
H 1.2177 1.9789 1.1235
H -0.4635 1.7575 1.6702
H -1.1413 1.1331 -0.5870
H -0.0304 2.6851 -1.9254
*
```

The LUMO energy comes out at 0.13961 Ha. The value obtained for the energy above the lowest of the compared OMol25 structures with the same formula, charge and spin is 0.000 eV. The value obtained for the total energy is -425.1233 a.u.

Here are the Löwdin charges for atoms 1 to 5, given in e: -0.057 -0.219 -0.648 -0.101 -0.196

Molecular formula: C16H28F13NO5S
Method: DFT, wB97M-V/def2-TZVPD

Geometry as ORCA input:
```
! RIJCOSX wB97M-V def2-TZVPD def2/J DEFGRID3
* xyz 0 1
N 6.5606 -1.2951 -0.2267
C 6.0340 -0.0375 -0.6721
O 5.6930 0.8194 0.4360
C 4.5472 0.4227 1.0353
O 4.4824 -0.4719 1.8364
O 3.5220 1.1841 0.6371
C 2.2296 0.5731 0.8485
C 1.2184 1.5864 0.3449
C -0.1516 1.4747 0.9974
F -0.1791 0.5978 2.0206
F -0.4722 2.6937 1.5286
C -1.2750 1.1517 -0.0274
F -0.7990 0.2365 -0.9063
F -1.5601 2.2733 -0.7024
C -2.5567 0.5415 0.6277
F -2.2871 -0.7279 0.9503
F -2.8441 1.2636 1.7265
C -3.7802 0.6577 -0.3353
F -4.2430 1.9290 -0.2541
F -3.4086 0.4246 -1.6164
S -5.2102 -0.5381 0.0719
F -4.7928 -0.6017 1.5931
F -6.1960 0.6562 0.4322
F -5.7414 -0.4649 -1.4175
F -4.3027 -1.7656 -0.2897
F -6.3801 -1.5454 0.3939
H 7.4749 -1.4551 -0.6145
H 5.9702 -2.0746 -0.4633
H 6.7898 0.5120 -1.2134
H 5.1592 -0.1585 -1.3065
H 2.1980 -0.3212 0.2379
H 2.1260 0.3372 1.8962
H 1.1511 1.5319 -0.7327
H 1.6020 2.5729 0.5699
C 6.8240 -2.6859 4.0070
C 5.7794 -3.3082 3.0985
O 6.3246 -4.0481 2.0153
C 7.1461 -5.1446 2.3634
C 6.4477 -6.2079 3.1946
H 7.4796 -2.0301 3.4330
H 6.3377 -2.0991 4.7866
H 7.4471 -3.4368 4.4970
H 5.1864 -2.5148 2.6512
H 5.0869 -3.9347 3.6739
H 8.0545 -4.7968 2.8689
H 7.4637 -5.5799 1.4150
H 6.1192 -5.8227 4.1602
H 7.1250 -7.0421 3.3818
H 5.5685 -6.5847 2.6700
C -8.6455 4.5491 -4.4555
C -7.3226 3.9782 -4.9380
O -6.2415 4.1970 -4.0524
C -6.3770 3.6435 -2.7558
C -6.5448 2.1344 -2.7365
H -8.5544 5.6206 -4.2741
H -9.4194 4.3860 -5.2060
H -8.9799 4.0817 -3.5284
H -7.0361 4.4681 -5.8687
H -7.4235 2.9104 -5.1639
H -7.1992 4.1290 -2.2177
H -5.4600 3.9128 -2.2309
H -7.4581 1.8188 -3.2437
H -6.6022 1.7758 -1.7157
H -5.7050 1.6484 -3.2351
*
```

As for the SMILES: NCOC(=O)OCCC(F)(F)C(F)(F)C(F)(F)C(F)(F)S(F)(F)(F)(F)F.CCOCC.CCOCC. The LUMO energy comes out at 0.01378 Ha. The value obtained for the total energy is -2753.7550 a.u.

Here are the Löwdin charges for atoms 1 to 5, given in e: 0.067 -0.240 0.024 -0.583 0.148

Molecular formula: C4H6ClNO
Method: DFT, wB97M-V/def2-TZVPD

Geometry as ORCA input:
```
! RIJCOSX wB97M-V def2-TZVPD def2/J DEFGRID3
* xyz 0 1
C 2.5554 -0.0136 -0.8966
C -1.1128 0.6524 1.2974
C -1.1152 -0.5322 0.3695
C 1.2893 -0.2397 -1.4230
N 3.5481 0.1824 -0.3500
O 0.0797 -1.1157 0.2651
Cl 0.3145 0.9960 -2.0083
H -0.1340 0.6191 1.7164
H -1.0969 1.5873 0.6736
H -1.8415 0.5004 2.1622
H -1.6700 -0.1507 -0.5978
H -1.8598 -1.3282 0.5898
H 1.0432 -1.1576 -1.7984
*
```

The LUMO energy (alpha / beta) comes out at -0.05927 / -0.05614 Ha. The value obtained for the energy above the lowest of the compared OMol25 structures with the same formula, charge and spin is 5.163 eV. The value obtained for the total energy is -746.0375 a.u.

Here are the Löwdin charges for atoms 1 to 5, given in e: -0.273 -0.099 -0.479 -0.536 0.189